Formula: C20H32CoN4OS
Source: the OMol25 dataset
Level of theory: ωB97M-V/def2-TZVPD

## Properties
Orbital gap (alpha / beta)   9.87 / 6.84 eV
Multiplicity   5
Lowest unoccupied orbital energy (alpha / beta)   -8.199 / -11.279 eV
Strongest force on any atom   0.004 hartree/bohr
Net charge   +3
Energy above the lowest of the compared OMol25 structures with the same formula, charge and spin   0.0 kcal/mol
Electronic energy   -2855.55258 Eh

Element x y z (Å)
C -1.0665 0.6433 -1.1168
H -1.5257 -2.7893 -2.6043
C 2.0704 -2.0682 4.3623
H 3.8264 -3.0215 0.7674
H 2.3228 -2.4411 5.3461
H -3.6864 -3.0653 -1.4485
C 0.6305 -0.8635 2.9004
H -0.6581 2.4806 1.4819
C 1.6227 2.9001 -0.8136
C -2.3501 1.1441 -0.8616
H 3.8105 -2.9022 3.4066
C 0.8688 3.9960 1.3041
H -1.5565 -4.8515 -0.5184
Co 1.1518 -0.3463 -0.0013
C -3.2855 0.3430 -0.2358
H -0.3489 1.2507 -1.6576
H -1.2962 4.1225 1.2773
H -3.5457 -4.8124 -1.7583
H -1.3940 -4.5505 -2.8294
H 1.6658 5.0062 -2.5041
H 4.2889 -1.3086 0.8958
C -1.1588 -3.7168 -2.1728
H -4.2784 0.7250 -0.0390
N -1.8495 -3.9353 -0.8651
H -0.4066 3.1522 -3.8385
C 2.5539 -1.8310 2.0417
H -3.8019 -4.2321 -0.0930
H 1.6608 3.4254 1.7826
C 0.9131 -1.3217 4.1676
C -0.1333 4.0659 -3.3102
H -0.0861 -3.6680 -2.0014
H 2.3251 2.2201 -2.5398
H -0.3712 4.9074 -3.9588
H -0.3533 -3.1098 0.3534
C -3.3368 -4.0136 -1.0512
H -0.7584 4.1550 -2.4189
H 0.6985 4.6587 -0.7021
C -1.7212 -1.5147 -0.1387
H -0.2533 -0.2716 2.6940
N 1.4349 -1.1152 1.8511
S 2.3453 1.5473 0.0545
H -0.6078 3.6370 2.8213
H 1.9438 3.9977 -3.8955
C -2.9768 -0.9694 0.1197
H -2.6076 2.1449 -1.1824
H 3.2155 -1.7568 -1.1259
C -0.7786 -0.6335 -0.6723
H 1.0342 5.0442 1.5484
H -1.9460 -3.2506 1.1127
H 0.2460 -1.0966 4.9871
C -0.5066 3.5312 1.7420
C -1.4216 -2.9486 0.2065
N 1.7610 2.9484 -2.1308
H -3.7310 -1.5738 0.6110
C 1.3518 4.0770 -2.9864
C 2.9014 -2.3287 3.2845
N 1.0456 3.8814 -0.1547
C 3.4469 -2.0033 0.8439
O 2.6617 -1.6935 -0.3365